This record from the Open Molecules 2025 dataset describes a structure of composition C20H41N2OP3Ru at a distorted geometry. The level of theory is ωB97M-V/def2-TZVPD.

Summary:
- Expectation value of S²: 8.80
- Energy relative to the best compared isomer or geometry (same formula, charge and spin): 18.0 kcal per mole
- Net charge: +3
- HOMO level (spin up / spin down): -15.71 / -17.60 eV
- Multiplicity: 6
- Kohn-Sham gap (spin up / spin down): 0.2593 / 0.1676 Eh

Geometry as XYZ:
```
68
C20H41N2OP3Ru | the Open Molecules 2025 dataset | ωB97M-V/def2-TZVPD
C -1.8684 1.7143 1.9233
P 1.1656 -0.4030 1.6354
H 3.3375 -0.9531 -2.4602
H 2.2032 -3.4028 -0.9327
C -2.2620 -2.1485 -1.7275
H 3.3698 -1.0089 -0.6774
C 1.2567 -3.1198 -1.4141
H 1.5364 1.8001 -6.2442
H -3.2049 -2.6947 -1.5792
H 1.0207 -0.2124 -3.7238
C -2.4558 4.0445 -4.7574
C 0.7206 -1.1876 -3.3379
H 3.2736 0.5528 2.4800
H -3.5410 0.3924 -0.2075
P 1.1079 -1.2868 -1.5574
C -1.6614 -2.7035 1.0695
C -1.2516 1.0856 -4.4595
C 0.2627 2.5799 -3.1907
H -2.7307 3.4657 -5.6511
H 0.2953 0.8267 3.5676
H 1.2560 -3.5547 -2.4256
H -0.2331 1.3338 -1.3520
C -0.3946 1.1588 -5.5367
H -4.2523 -1.2494 -0.1324
H -3.5759 -0.5073 1.3460
C 1.1770 2.4705 -4.2182
H 0.4527 3.2246 -2.3365
H -0.5097 4.5711 -5.4392
C -3.4591 -0.5969 0.2595
H 3.0259 0.8802 0.7158
H 1.2593 -1.9686 -3.8827
H -0.6235 -0.6863 3.2769
H 3.0836 -1.9286 1.7555
P -1.8128 -1.3127 -0.1412
C 2.8172 -0.6458 -1.5469
H -0.9867 5.2158 -3.7652
H -1.1501 4.7872 1.5616
Ru -0.0496 0.0790 -0.2333
H 0.1929 3.3380 -0.0120
H 2.1606 2.9344 -4.1081
C 0.8352 1.8186 -5.4112
H 0.9934 -0.7550 4.0484
H -2.5751 -3.3149 1.0257
H -2.4168 -1.3762 -2.4921
H -0.7910 -3.3272 0.8367
C -2.0926 3.0087 2.2952
H 2.1010 1.8182 1.9370
H -1.5554 -2.2827 2.0781
C 2.5407 0.8315 1.7048
H 2.7791 0.4476 -1.5176
C -1.0650 1.9884 -3.3205
H 0.4200 -3.5691 -0.8629
O -2.0352 2.3250 -2.6113
H -2.3018 0.7991 2.2992
H -2.1959 0.5469 -4.5034
N -1.2665 3.7886 1.5087
H -2.6948 3.3890 3.0998
C -0.5466 2.9753 0.7003
H -3.2748 4.2440 -4.0555
C 1.9902 -2.0490 1.7989
H 1.7064 -2.5021 2.7627
H -0.3505 -1.3099 -3.5108
C 0.3785 -0.2363 3.2948
H 1.6642 -2.7140 0.9868
C -1.2383 4.5860 -4.6277
H -0.6572 0.6823 -6.4837
H -1.4864 -2.8506 -2.0535
N -0.9101 1.7190 0.9100
```


This record from the Open Molecules 2025 dataset describes a structure of composition C29H42BrN15O6PTi at a distorted geometry. The level of theory is ωB97M-V/def2-TZVPD.

Summary:
- Energy relative to the best compared isomer or geometry (same formula, charge and spin): 11.0 kcal per mole
- Net charge: +1
- HOMO level: -10.89 eV
- Kohn-Sham gap: 0.2653 Eh

Geometry as XYZ:
```
95
C29H42BrN15O6PTi | the Open Molecules 2025 dataset | ωB97M-V/def2-TZVPD
H 4.9296 -0.8956 -0.0237
N -3.7133 0.3873 -2.1736
C 3.7994 0.8004 0.7318
H 4.1299 -0.4534 -4.4299
O -1.4417 1.0449 3.0887
C -2.8241 -3.9807 -3.1703
H 4.2974 1.4412 2.7398
C -1.7917 -3.2279 2.3490
C -1.8819 -2.8855 -1.2437
H -2.0761 -3.7628 3.2376
C 3.1154 -3.6789 -4.2961
Br 4.9516 -2.6887 -6.2320
H -1.6388 0.5580 5.7229
O -3.6094 0.7686 1.7797
H -2.9705 1.9518 4.1636
H 3.2596 -4.6429 -4.7703
O 3.6284 0.7621 -2.3832
N -0.9516 -1.8156 0.8271
Ti -0.2201 0.0274 -0.2369
H -2.2887 3.5389 -0.4687
O -0.3639 -1.1204 -1.5455
C 2.3912 0.4462 2.7136
C -2.9381 3.2425 0.3549
C -1.9120 1.4851 -2.2531
C 3.7848 -2.5512 -4.7534
H 3.8312 -0.8690 3.5989
N 2.5441 -1.9155 0.6523
C -3.6004 4.4528 0.9731
N -3.0387 1.2962 -2.9025
H -0.5372 -1.5518 2.9382
C 4.5604 -0.5061 0.9298
H 3.9161 2.5863 -0.3099
H -2.7799 -4.3857 0.8681
C 3.0279 -0.9473 2.8626
H -0.1723 1.4695 5.3136
H -3.2521 -4.5517 -1.1671
C -4.2224 -0.5249 1.9172
H -1.5638 2.9717 3.8317
H -0.9863 2.9405 -3.3842
N 4.4897 1.7428 -0.1887
C 3.4225 1.3917 2.0863
C 0.0216 2.6691 -1.6124
N -0.9160 2.3702 -2.5574
H 0.8070 1.3761 1.8692
N 1.1008 0.4050 1.9524
H 4.4787 1.2721 -1.1399
N -3.0404 0.0303 -1.1415
H -2.2296 -3.1877 -5.0770
H -4.2897 4.1439 1.7594
H -4.7579 -0.2560 3.9848
C -1.8811 1.9687 4.1126
C 3.6032 -1.3429 -4.1136
H 2.8761 0.5405 0.2338
N 2.2862 -3.6322 -3.2611
H 1.4290 -2.4889 -1.8089
H 5.4324 1.9910 0.0988
N 1.5649 3.5781 -0.5276
H 1.9530 -2.6106 1.0962
C -1.2568 1.5332 5.4186
N 0.9189 3.6212 -1.7012
N 0.0980 2.0271 -0.4207
C -2.7002 -3.8683 -1.8016
C -1.1867 -2.0195 -2.0886
H 0.4367 -0.0213 2.5821
P -2.0384 1.0270 1.5947
O 1.6648 0.2797 -1.4865
N -1.8728 0.7306 -1.1429
H -5.2410 -0.4013 1.5573
H -3.2047 -1.0733 3.7429
C -2.1347 -3.1032 -4.0025
C -1.6777 -2.7436 0.1865
H 2.1581 0.8064 3.7193
H -2.8512 5.1173 1.4051
N 1.1023 2.6538 0.2286
H 2.9983 2.3907 1.9784
C 2.7281 -1.2835 -3.0321
C 2.0988 -2.4627 -2.6519
H -3.6908 2.5442 -0.0129
H -4.1504 4.9989 0.2067
H -1.4834 2.2570 6.2015
H -4.7274 -1.9409 3.4518
C -1.3200 -2.1267 -3.4681
H -3.7189 -1.2450 1.2676
C 3.6198 -1.5330 1.5780
C -4.2231 -0.9770 3.3651
H 5.4204 -0.3518 1.5888
C -1.0291 -2.1263 2.1751
N -2.1955 -3.6000 1.0918
O -2.1197 2.6039 1.3578
H -3.4489 -4.7545 -3.5949
H -0.7725 -1.4365 -4.0978
H 2.2844 -1.6457 3.2626
H 2.9519 -2.3567 -0.1646
C 2.6435 0.0068 -2.2482
H 4.2170 -2.4115 1.8452
```


This record from the Open Molecules 2025 dataset describes the ion C10H12N3 with charge +1 at a distorted geometry. The level of theory is ωB97M-V/def2-TZVPD.

Summary:
- Energy relative to the best compared isomer or geometry (same formula, charge and spin): 9.3 kcal per mole
- Net charge: +1
- HOMO level: -11.77 eV
- Kohn-Sham gap: 0.3241 Eh

Geometry as XYZ:
```
25
C10H12N3 | the Open Molecules 2025 dataset | ωB97M-V/def2-TZVPD
N 3.2115 -0.8715 -0.0551
H 2.7157 0.4946 -2.7510
H 1.1152 -0.3388 -2.7444
C -2.1552 1.3982 -0.2648
N 1.2190 0.0737 0.0275
C -1.5181 -0.3891 1.2853
H -0.8341 -1.2025 1.3841
H -3.0211 -0.7660 2.7441
C 2.1662 -0.2848 -2.2801
H 4.1043 -1.1357 -0.5380
C 2.2181 -0.3178 -0.7927
C 1.6014 -0.1352 1.3173
H 0.2291 1.1383 -1.2242
H -1.9053 2.1598 -1.0914
H -4.8213 0.7248 1.7396
C -1.1953 0.5067 0.2139
N 0.0389 0.5519 -0.4835
C 2.8245 -0.6920 1.3056
H 3.3863 -1.0747 2.1037
C -3.7194 0.6646 1.4289
H 0.9084 0.0612 2.0693
C -2.7963 -0.2479 1.8783
H -4.1627 2.0751 -0.2008
C -3.4418 1.5166 0.4397
H 2.6446 -1.1832 -2.6643
```


This record from the Open Molecules 2025 dataset describes a structure of composition C34H40Br2N6OS2Te4Ti at a distorted geometry. The level of theory is ωB97M-V/def2-TZVPD.

Summary:
- Expectation value of S²: 0.76
- Energy relative to the best compared isomer or geometry (same formula, charge and spin): 0.0 kcal per mole
- Net charge: +1
- HOMO level (spin up / spin down): -8.85 / -8.83 eV
- Multiplicity: 2
- Kohn-Sham gap (spin up / spin down): 0.1872 / 0.1866 Eh

Geometry as XYZ:
```
90
C34H40Br2N6OS2Te4Ti | the Open Molecules 2025 dataset | ωB97M-V/def2-TZVPD
O -0.1335 2.8084 -1.8516
C -2.4841 -3.2864 -0.9711
H 1.0693 -2.8397 3.6782
N 2.3383 2.9993 -1.6621
H 2.0154 -1.7268 -3.6429
C -1.2715 0.1752 -5.6489
C -1.5086 -0.7035 0.7019
H -5.1027 -6.0090 -0.1918
H 1.5542 -1.2845 3.0297
H -1.0661 1.9488 5.3595
H 4.4638 2.3557 2.6491
Br -2.0195 5.1754 -2.2893
C -1.3170 0.1896 6.5712
C 0.9779 -1.7144 -3.2982
C -2.6175 -1.7837 2.5198
C 4.3154 0.8127 0.2754
H -1.3349 -3.2756 3.4438
S -1.5890 0.3019 -0.7354
C -0.3023 -1.0391 1.2554
H -1.8495 0.7064 7.3591
C -2.4623 3.5425 -4.5808
H -1.4178 -1.7169 7.5464
Te 0.7148 3.7054 3.3707
H 4.9444 3.5232 0.4442
N -0.2009 -2.0340 2.2284
H -0.2209 -2.9085 5.7427
Te -0.8543 2.3126 1.2272
C -2.3092 2.4356 -5.3589
H 4.4300 2.0142 -2.9733
Br -3.3107 2.2754 -6.9459
H -3.5517 -2.3085 2.7161
C -0.4013 -1.8419 5.6604
C -0.4781 -0.8016 -5.1277
H -3.9157 -0.8463 -0.4534
Te 0.2060 4.9531 1.0207
C -3.7961 -1.5652 0.3553
H 2.8764 0.1718 -2.6871
H 4.9876 0.0007 -1.5745
H -4.7206 -1.5339 0.9328
C -3.2511 -5.5594 -1.1768
H 3.9889 -0.1291 0.7228
H 0.1511 0.7494 3.5767
Ti 0.6384 1.1291 -1.2121
H -2.4660 -1.0505 3.3167
C 4.2317 0.7209 -1.2515
C -4.3644 -5.2488 -0.4138
H -3.1146 -6.5644 -1.5555
C -0.1927 0.2133 4.4531
C 3.7473 3.2146 -1.3148
H -5.4035 -3.7199 0.6747
H 0.5362 -2.6620 -3.6014
N 3.5682 2.0085 2.3088
N 0.1674 0.5854 -3.3023
C -0.6634 1.5695 -3.7921
C -0.8730 0.8865 5.4537
C 0.2132 -0.5799 -3.9151
N -2.7258 -1.1024 1.2394
H -1.5977 -3.5032 1.7121
C 0.0431 -1.1556 4.5384
H 4.1194 4.1558 -1.7308
H -1.8230 0.0118 -6.5649
H -1.7471 -2.5233 -1.1911
C -1.0753 -1.1726 6.6754
C -3.6005 -2.9637 -0.1961
H 2.2318 2.9913 -2.6719
H 3.2744 4.1013 0.6005
C -4.5324 -3.9574 0.0730
C 0.6949 -1.8608 3.3719
C 4.5640 2.0655 -1.8882
H 2.7854 2.6121 2.7025
C -1.4211 1.4018 -4.9626
C -1.7344 3.6755 -3.3851
H 2.7977 -0.7399 -1.3504
H 0.9553 -1.6677 -2.2087
C -1.4359 -2.7562 2.4915
C 3.8991 3.2959 0.2058
H 1.7394 3.7497 -1.3309
H 5.6262 2.2663 -1.7257
H -3.1547 4.3242 -4.8605
C -2.3119 -4.5732 -1.4529
H 5.3653 0.9644 0.5502
N 2.9001 0.2181 -1.6718
H -1.4395 -4.8166 -2.0488
C 3.4910 1.9704 0.8100
S 1.1966 -0.4021 0.5879
H -0.3889 -1.7667 -5.6067
C -0.8185 2.7328 -2.9816
Te -3.2984 2.8037 1.8843
H 2.4332 1.7993 0.6378
H 3.4168 1.0697 2.6816
```


This record from the Open Molecules 2025 dataset describes the ion C5H7ClN4O2 with charge +2 at a distorted geometry. The level of theory is ωB97M-V/def2-TZVPD.

Summary:
- Energy relative to the best compared isomer or geometry (same formula, charge and spin): 15.1 kcal per mole
- Net charge: +2
- HOMO level: -19.22 eV
- Kohn-Sham gap: 0.3275 Eh

Geometry as XYZ:
```
19
C5H7ClN4O2 | the Open Molecules 2025 dataset | ωB97M-V/def2-TZVPD
H -0.4773 2.0633 0.8224
O 0.7890 -2.2136 1.2235
C -1.4926 2.1278 0.5997
C -1.2337 -0.2020 -0.0724
C 0.4654 -1.7859 0.0724
H 3.0861 -0.6974 -1.6696
H 1.0987 1.0550 -1.4604
H 1.8462 0.9452 0.1370
H -2.2522 2.4779 1.3219
Cl 2.2755 -1.6502 2.0925
H -2.9079 0.7313 0.1526
N 0.1220 -0.3188 -0.1303
C 2.1113 -0.7761 -1.0983
H -1.5337 2.8568 -0.3390
N -1.9631 0.8792 0.1129
N -0.9548 -2.4368 -0.1394
N -1.7928 -1.5572 -0.1205
O 1.5383 -1.8701 -0.8910
C 1.2758 0.3716 -0.6141
```